1.
The following is a DFT calculation (ωB97M-V with the def2-TZVPD basis set) of an isolated molecule of C13H19N3.

Structure (ORCA input):
```
! wB97M-V def2-TZVPD RIJCOSX def2/J DEFGRID3
* xyz 0 1
C -1.0101 -2.6295 0.9122
C -2.3606 -2.0366 0.5260
C -2.7992 -0.8797 1.4267
C -2.1017 0.4548 1.1287
N -0.7085 0.4649 1.4828
C -0.3108 0.8754 2.8161
C 1.1708 1.2696 2.6155
N 1.4247 1.1487 1.1973
C 0.3583 0.7225 0.6338
N 0.2079 0.4452 -0.6913
C 1.1328 0.5960 -1.7155
C 2.3828 1.1763 -1.5185
C 3.2504 1.3123 -2.5856
C 2.8935 0.8784 -3.8519
C 1.6507 0.3003 -4.0485
C 0.7741 0.1588 -2.9904
H -0.7541 -3.4485 0.2433
H -1.0489 -3.0189 1.9273
H -0.2197 -1.8871 0.8633
H -3.1150 -2.8251 0.5869
H -2.3353 -1.6987 -0.5139
H -3.8725 -0.7197 1.3003
H -2.6230 -1.1482 2.4695
H -2.6133 1.2457 1.6973
H -2.2185 0.6970 0.0675
H -0.9218 1.7199 3.1616
H -0.4270 0.0501 3.5247
H 1.3832 2.2924 2.9393
H 1.8464 0.5988 3.1539
H -0.6447 -0.0306 -0.9470
H 2.6478 1.5018 -0.5266
H 4.2189 1.7627 -2.4248
H 3.5777 0.9881 -4.6799
H 1.3608 -0.0434 -5.0310
H -0.1960 -0.2940 -3.1493
*
```

## Properties
Relative energy (zero: lowest compared OMol25 entry of this formula, charge and spin), eV: 0.740
Highest occupied orbital energy, eV: -7.901
SMILES: CCCCN1CCN=C1Nc1ccccc1

---

2.
The following is a DFT calculation (ωB97M-V with the def2-TZVPD basis set) of a cluster of 2 separate species, C13H19N3O4 in total at a distorted geometry.

Structure (ORCA input):
```
! wB97M-V def2-TZVPD RIJCOSX def2/J DEFGRID3
* xyz 0 1
C -5.5867 -1.9459 0.6360
O -5.0402 -2.3156 1.9091
C -3.7381 -1.9734 2.1970
C -3.3048 -2.2349 3.4985
C -2.0036 -1.9274 3.8999
C -1.1119 -1.3570 2.9902
C -1.5049 -1.0801 1.6674
C -0.5467 -0.4759 0.7152
N -0.8680 -0.1938 -0.5856
O 0.5979 -0.1895 1.0337
C -2.8291 -1.3911 1.2900
H -5.5194 -0.8643 0.4818
H -6.6421 -2.2305 0.5955
H -5.0636 -2.4603 -0.1760
H -3.9979 -2.6803 4.2054
H -1.6837 -2.1326 4.9177
H -0.1008 -1.1254 3.3165
H -1.7091 -0.5914 -0.9814
H -0.0958 0.0530 -1.2100
H -3.1525 -1.1735 0.2811
C 2.1662 2.1406 -4.5685
N 2.8390 1.4789 -3.4531
C 2.2560 0.6029 -2.6287
O 1.0699 0.2859 -2.7111
C 3.1337 -0.0081 -1.5386
N 2.9843 0.7143 -0.2775
C 3.5367 1.9012 -0.0434
C 3.1972 2.5620 1.2712
O 4.2823 2.4554 -0.8441
H 1.5622 1.4160 -5.1186
H 2.9036 2.5782 -5.2429
H 1.5122 2.9275 -4.1885
H 3.7842 1.7601 -3.2265
H 2.8337 -1.0462 -1.3983
H 4.1767 0.0135 -1.8562
H 2.3139 0.3553 0.3961
H 3.6168 3.5665 1.2833
H 3.6177 1.9741 2.0844
H 2.1148 2.6118 1.3790
*
```

## Properties
Relative energy (zero: lowest compared OMol25 entry of this formula, charge and spin), eV: 0.000
Highest occupied orbital energy, eV: -8.873
SMILES: COc1cccc(C(N)=O)c1.CNC(=O)CNC(C)=O

---

3.
The following is a DFT calculation (ωB97M-V with the def2-TZVPD basis set) of a structure of composition C13H19N3O4Ta.

Structure (ORCA input):
```
! wB97M-V def2-TZVPD RIJCOSX def2/J DEFGRID3
* xyz 1 1
Ta 0.5770 0.1391 1.5259
N 1.7649 1.7249 2.7157
N 3.1155 1.5807 2.3225
C 3.3963 0.8939 1.1423
O 4.4373 0.9513 0.5808
O 2.3310 0.1455 0.7549
H 1.4296 2.6677 2.5259
H 1.6939 1.5538 3.7180
H 3.7638 2.3102 2.5823
N 0.3191 -1.9506 0.6780
C 0.1382 -2.8765 1.8477
C 0.5005 -2.0722 3.0972
O 1.2790 -2.4029 3.9354
O -0.1172 -0.8352 3.0567
H -0.4438 -2.0402 0.0040
H 1.1694 -2.1878 0.1692
H 0.7689 -3.7591 1.7941
H -0.9066 -3.1785 1.8977
C -2.4112 2.2592 -0.9467
C -1.0750 1.5184 -0.8619
C 0.0393 2.4546 -1.3349
C -0.7826 1.0410 0.5599
C -1.1042 0.1914 -1.6414
C -0.0517 -0.2075 -2.4603
C -0.0340 -1.4734 -3.0402
C -1.0697 -2.3653 -2.8127
C -2.1350 -1.9758 -2.0069
C -2.1479 -0.7140 -1.4289
H -2.3723 3.1660 -0.3415
H -3.2441 1.6556 -0.5885
H -2.6183 2.5447 -1.9786
H 0.0033 3.3746 -0.7504
H -0.0907 2.7177 -2.3853
H 1.0317 2.0157 -1.2134
H -1.7037 0.8544 1.1459
H 0.7712 0.4633 -2.6643
H 0.7919 -1.7521 -3.6817
H -1.0612 -3.3447 -3.2720
H -2.9649 -2.6509 -1.8406
H -2.9877 -0.4368 -0.8037
*
```

## Properties
Relative energy (zero: lowest compared OMol25 entry of this formula, charge and spin), eV: 0.000
Highest occupied orbital energy, eV: -11.976

---

4.
The following is a DFT calculation (ωB97M-V with the def2-TZVPD basis set) of an isolated molecule of C13H19N4O6PS2 at a distorted geometry.

Structure (ORCA input):
```
! wB97M-V def2-TZVPD RIJCOSX def2/J DEFGRID3
* xyz 0 1
C 2.1852 3.2049 2.5604
C 1.8048 2.0052 2.0094
C 2.5475 1.3748 0.8776
C 0.8762 1.0367 2.8019
N 1.3739 -0.2582 3.0571
C 2.1896 -0.3699 4.1420
O 2.4276 0.5788 4.9508
C 3.0174 -1.7340 4.1338
C 2.7007 -2.3934 5.4593
S 2.3984 -2.6165 2.6885
C 1.1701 -1.4106 2.2782
N 0.4126 -1.6510 1.2926
N -0.4006 -0.6325 0.7879
C -0.8148 -0.6546 -0.5031
S -0.3192 -1.9259 -1.7313
C -1.2643 -0.9179 -3.0232
O -2.0440 -1.8820 -3.8642
P -2.3458 -1.3383 -5.3233
O -1.3605 -2.0332 -6.2249
O -3.8437 -1.8357 -5.7431
O -2.2175 0.3284 -5.3803
C -3.1045 1.1210 -6.2322
C -1.8804 0.1835 -2.1958
O -2.9272 0.6927 -2.6887
N -1.6998 0.3111 -0.8782
C -2.3575 1.2330 -0.0135
H 2.9897 3.7761 2.0682
H 1.7085 3.6802 3.3811
H 3.1008 2.0648 0.2237
H 3.3655 0.7222 1.2372
H 1.9357 0.6077 0.3500
H 0.7520 1.5814 3.8024
H -0.1691 1.0833 2.3107
H 4.1138 -1.5747 3.9399
H 3.0292 -3.4126 5.5672
H 1.6198 -2.3211 5.5049
H 3.0975 -1.7509 6.2377
H -0.5036 -0.5036 -3.6601
H -3.7766 -2.7863 -5.4529
H -3.9710 1.3809 -5.7065
H -2.7175 2.0615 -6.4973
H -3.4261 0.5817 -7.0876
H -2.9696 0.6491 0.6913
H -3.0128 1.8551 -0.5717
H -1.6906 1.8886 0.4238
*
```

## Properties
Relative energy (zero: lowest compared OMol25 entry of this formula, charge and spin), eV: 2.842
Highest occupied orbital energy, eV: -8.607
SMILES: C=C(C)CN1C(=O)[C@@H](C)S/C1=N/N=C1\S[C@@H](O[P@@](=O)(O)OC)C(=O)N1C

---

5.
The following is a DFT calculation (ωB97M-V with the def2-TZVPD basis set) of a structure of composition C13H19N5O2PdS at a distorted geometry.

Structure (ORCA input):
```
! wB97M-V def2-TZVPD RIJCOSX def2/J DEFGRID3
* xyz 0 3
Pd 0.1811 -1.2146 -0.6900
C 3.4593 3.5449 0.3023
C 3.7601 2.7799 -0.9842
N 3.6372 1.3541 -0.7790
C 2.4390 0.7366 -0.7052
S 2.4799 -1.0321 -0.8640
N 1.3442 1.4052 -0.5241
N 0.2074 0.7145 -0.5885
C -0.9919 1.3009 -0.4338
C -1.0991 2.7760 -0.1849
C -2.0939 0.4414 -0.5783
C -3.4502 0.8567 -0.5686
C -4.4453 -0.0458 -0.8108
C -4.1152 -1.3869 -1.0954
C -2.7876 -1.7533 -1.0741
N -1.8120 -0.8950 -0.8051
H 3.6045 4.6116 0.1582
H 4.1156 3.2010 1.0975
H 2.4291 3.3583 0.5901
H 4.7781 2.9784 -1.3249
H 3.0560 3.0844 -1.7690
H 4.4381 0.7563 -0.8926
H -0.1339 3.1478 0.1496
H -1.8430 2.9855 0.5812
H -1.3754 3.3106 -1.0951
H -3.6647 1.8969 -0.3845
H -5.4813 0.2566 -0.7830
H -4.8777 -2.1126 -1.3193
H -2.4811 -2.7762 -1.2675
N -0.0597 -1.2046 1.7409
C -0.3100 -2.6010 2.1068
C 0.6411 -3.5397 1.3553
C -0.0186 -4.0433 0.0210
O -0.5017 -5.1598 0.0158
O -0.0083 -3.2254 -0.9456
H 0.8497 -0.9009 2.0961
H -0.7702 -0.5900 2.1335
H -1.3509 -2.8315 1.8489
H -0.1870 -2.7468 3.1911
H 0.8605 -4.4194 1.9602
H 1.5764 -3.0168 1.1178
*
```

## Properties
Highest occupied orbital energy (alpha / beta), eV: -5.962 / -7.961

---

6.
The following is a DFT calculation (ωB97M-V with the def2-TZVPD basis set) of a structure of composition C13H19O9P2Pd.

Structure (ORCA input):
```
! wB97M-V def2-TZVPD RIJCOSX def2/J DEFGRID3
* xyz 1 1
Pd 1.9803 0.4710 -0.4904
O 4.8518 -0.5868 1.5048
P 4.4803 -1.2378 0.1080
O 5.5301 -1.9397 -0.6100
O 3.8308 -0.0314 -0.6585
O 3.2284 -2.2234 0.4629
P 2.0755 -1.8913 1.5443
O 0.8331 -2.7299 0.9628
O 2.3980 -2.2317 2.9242
O 1.6985 -0.4248 1.2374
H 5.3604 -1.1685 2.0850
H 0.7529 -3.5615 1.4487
O 2.7058 2.4951 -2.7084
C 2.3964 1.7356 -1.9489
C -0.6911 0.2559 -3.2684
C -1.1465 -0.9426 -2.4239
C -0.0248 -1.9567 -2.1563
C -1.8627 -0.4920 -1.1868
C -3.1425 -0.8758 -0.9589
C -3.8913 -0.3725 0.1319
C -3.4216 0.5701 1.0471
C -2.1435 1.0379 0.9459
C -1.5827 1.9962 1.9313
C -0.8898 3.2235 1.3197
C -0.6443 1.2407 2.9050
C -1.2699 0.4709 -0.1742
O -0.1185 0.8418 -0.1760
H -0.2706 -0.1141 -4.2025
H 0.0785 0.8379 -2.7637
H -1.5235 0.9169 -3.5114
H -1.9060 -1.4723 -3.0032
H 0.8093 -1.5363 -1.5968
H 0.3613 -2.2994 -3.1157
H -0.3872 -2.8178 -1.5992
H -3.6244 -1.5676 -1.6369
H -4.9112 -0.7268 0.2429
H -4.0717 0.9222 1.8365
H -2.4407 2.3458 2.5104
H 0.0858 2.9748 0.9091
H -0.7404 3.9532 2.1139
H -1.4994 3.6943 0.5476
H 0.2611 0.8971 2.4098
H -1.1425 0.3850 3.3611
H -0.3717 1.9346 3.6996
*
```

## Properties
Relative energy (zero: lowest compared OMol25 entry of this formula, charge and spin), eV: 0.041
Highest occupied orbital energy, eV: -12.684